No. 1
DFT (wB97M-V/def2-TZVPD) results for C35H20BBr2ClI2N6O7Sr as an isolated structure.

Geometry as XYZ:
```
75
Properties=species:S:1:pos:R:3:mulliken_charge:R:1
H 5.39 -3.10 1.78 0.529
H 1.58 -0.88 -5.46 0.409
H 3.62 -1.85 3.93 0.531
C 4.03 -3.41 0.16 0.468
C -1.75 -2.52 -3.81 -0.195
C 3.72 3.72 2.30 -0.497
N -1.18 -3.42 1.79 -0.483
O 3.93 -2.17 -0.38 -0.811
C -4.93 -0.15 -0.15 -0.220
C 3.67 0.67 -3.28 -0.666
H -1.33 -2.84 -0.50 0.281
I 2.35 5.18 0.07 -0.025
Br -3.03 -2.82 -5.20 -0.271
H -3.06 -3.29 -2.24 0.456
H 5.28 -5.52 2.44 0.385
C 4.70 -5.16 1.59 -0.653
C 3.58 1.37 2.85 0.199
H 3.85 -7.08 1.20 0.371
C 1.69 -1.29 -3.33 0.971
C 2.85 3.53 1.21 -0.476
H 2.50 -6.30 -0.75 0.477
C 4.78 -3.81 1.24 -0.648
C 3.15 0.18 -4.53 -0.440
H 0.41 -3.90 3.04 0.576
H 2.25 -2.07 1.86 0.867
C -2.85 -0.03 1.02 0.354
O -0.83 0.93 -2.32 -0.560
C -1.93 -0.18 2.27 -0.105
N -2.49 -3.22 2.06 0.139
O -0.70 -0.13 2.04 -0.442
C -0.55 -1.99 -4.12 -1.081
O -2.52 -0.36 3.34 -0.792
C 3.90 -6.04 0.89 -0.504
C 3.13 -5.63 -0.20 -0.902
C -2.90 0.38 -1.28 0.546
N 2.32 -0.09 1.40 0.870
C -1.60 -3.64 3.99 -0.479
H -6.00 -0.32 -0.16 0.407
H -3.76 -3.11 3.75 0.448
C -2.05 0.73 -2.55 -0.085
Cl 5.13 2.97 4.47 -0.326
C 3.89 0.26 3.65 -0.839
C 0.41 -1.77 -3.07 0.918
H 4.52 0.39 4.52 0.378
H 3.66 0.34 -1.17 0.299
C -1.15 -2.60 -1.54 -0.555
C 3.37 0.00 -2.16 -0.367
I -1.30 -3.98 5.99 0.055
C -2.10 -2.87 -2.50 -0.528
O -2.68 0.78 -3.61 -0.814
B 3.01 -2.31 -1.45 1.526
O 2.59 -3.64 -1.56 -0.659
C 2.74 1.16 1.73 -0.662
O 1.45 2.15 -0.06 -0.754
C 2.63 -1.10 2.16 -0.801
C -4.22 -0.24 1.05 -0.590
C -2.78 -3.31 3.37 -0.264
H 4.19 1.62 -3.23 0.419
C 4.06 2.68 3.11 0.573
C 2.28 2.30 0.88 0.814
N 0.06 -2.08 -1.79 -0.401
C -4.27 0.15 -1.33 -0.627
C 3.22 -4.30 -0.55 0.608
H -4.77 0.22 -2.28 0.532
H -4.70 -0.46 1.99 0.515
N -2.25 0.28 -0.12 0.001
C 3.41 -0.98 3.32 -1.304
Sr 0.25 0.12 -0.30 1.974
H 4.11 4.71 2.50 0.370
H -3.08 -2.85 1.33 0.196
H -0.33 -1.71 -5.14 0.384
N 2.67 -1.23 -2.26 0.326
C -0.64 -3.69 2.96 -0.341
C 2.12 -0.69 -4.54 -0.706
Br 3.78 0.99 -6.15 -0.301
```

* orbital gap: 4.42 eV
* largest force on an atom: 0.66 eV Å⁻¹
* charge: -2
* HOMO: -1.1 eV
* energy above the lowest of the compared OMol25 structures with the same formula, charge and spin: 0.0000 eV
* lowest unoccupied orbital energy: 3.3 eV



No. 2
DFT (wB97M-V/def2-TZVPD) results for C35H21BrF6N7O5S2Ta as an isolated structure.

Geometry as XYZ:
```
78
Properties=species:S:1:pos:R:3:mulliken_charge:R:1
H 2.57 -0.22 5.15 0.570
N 0.75 0.07 -1.90 0.391
H -3.69 0.26 -1.82 0.593
S -0.41 -3.35 -2.78 1.332
C 2.25 -1.91 2.20 -1.211
H -2.56 -0.48 5.00 0.559
C 2.16 0.77 4.99 -0.504
C -3.56 1.24 -3.74 -1.104
C -1.33 1.39 -4.63 0.583
C 0.95 1.44 -5.40 -1.073
C 0.82 1.02 5.22 -0.112
N -1.99 2.08 4.88 -0.485
H 4.09 -0.92 2.63 0.651
C 3.24 -0.99 1.96 -0.623
C -1.81 1.12 3.84 0.070
C 0.32 2.31 5.08 0.059
F -4.32 -3.56 -0.03 -0.197
N -1.76 -4.12 -2.82 -0.553
O -0.31 -2.18 -3.61 -0.580
C -2.72 1.61 -4.76 -0.700
H 0.32 -2.64 1.53 0.664
C 2.99 1.81 4.61 0.010
H 0.17 0.22 5.56 0.585
H -0.33 2.31 -1.07 0.437
H -3.11 2.06 -5.66 0.517
N -1.74 0.40 -2.46 0.509
C -1.39 1.56 2.55 0.731
C 0.49 0.61 -3.19 -0.157
C -0.69 3.15 0.89 -1.449
O -0.03 -2.97 -1.37 -1.025
C 3.16 -0.14 0.85 0.876
C -1.69 -0.74 1.76 -0.281
F 0.55 -5.04 -4.49 -0.155
C -2.12 -1.14 2.99 -0.591
C -1.07 2.88 2.18 -0.371
N 1.03 -1.16 0.29 0.527
Ta -0.76 -0.97 -1.02 1.559
F 2.01 -4.09 -3.20 -0.164
C 1.18 3.36 4.76 -0.246
C -2.20 -0.18 4.03 -0.510
H 3.18 3.92 4.23 0.494
F -3.88 -5.44 -1.02 -0.177
C 1.90 0.44 -1.18 0.411
C -0.37 1.71 -5.63 -0.880
C -0.88 0.82 -3.44 0.838
H -0.44 4.16 0.58 0.495
H 2.72 2.05 -2.33 0.762
C -3.42 -4.26 -0.69 0.715
C 2.51 3.11 4.49 -0.692
C 4.12 0.85 0.51 -0.953
H 2.29 -2.59 3.03 0.509
O -1.60 -1.51 0.65 -0.652
H 2.44 0.67 -4.05 0.815
S -3.00 -3.33 -2.24 1.005
C 2.82 1.42 -1.46 -0.947
H -1.13 3.68 2.91 0.725
N -1.03 2.66 5.41 -0.339
C 2.05 -0.30 0.01 0.347
C 1.39 0.89 -4.18 -0.555
H -4.63 1.40 -3.81 0.479
C -0.63 2.12 -0.05 -0.045
O -4.14 -3.28 -3.06 -0.592
C -3.04 0.62 -2.61 -0.101
H 1.68 1.65 -6.17 0.453
C 3.93 1.62 -0.60 -1.237
F -2.32 -4.39 0.04 -0.183
C 0.82 -4.66 -3.27 0.523
Br 4.83 1.48 4.32 -0.121
F 0.73 -5.66 -2.42 -0.165
C -1.34 0.60 1.53 0.112
N -0.96 0.87 0.25 0.306
H -2.43 -2.16 3.17 0.616
H 4.64 2.39 -0.85 0.457
C 1.14 -1.95 1.35 -0.139
O -2.52 -2.00 -1.72 -0.880
H 0.79 4.37 4.74 0.507
H -0.70 2.15 -6.56 0.476
H 4.97 1.00 1.16 0.482
```

* orbital gap: 6.09 eV
* largest force on an atom: 0.32 eV Å⁻¹
* charge: +2
* HOMO: -13.2 eV
* energy above the lowest of the compared OMol25 structures with the same formula, charge and spin: 0.3419 eV
* lowest unoccupied orbital energy: -7.1 eV



No. 3
DFT (wB97M-V/def2-TZVPD) results for C35H22MgN9O as an isolated structure in a non-equilibrium geometry.

Geometry as XYZ:
```
68
Properties=species:S:1:pos:R:3:mulliken_charge:R:1
H 3.89 0.29 3.77 0.512
H -2.63 -3.40 1.15 0.399
Mg -0.27 -0.47 -0.44 1.379
H 4.06 2.29 5.24 0.384
C -1.59 2.15 0.51 -0.212
C -2.79 2.93 0.14 0.369
N -1.11 2.14 1.73 -0.617
N 1.80 -1.09 -0.62 -0.689
C -0.22 0.67 -7.09 -0.618
N 0.06 -0.08 -2.54 -0.039
C 0.96 1.86 3.01 0.105
C 0.91 -0.78 -3.33 -0.190
H -4.05 3.27 -2.99 0.526
O -2.87 -0.46 -0.11 -0.513
C -4.72 4.30 0.19 -0.600
C 3.71 -3.94 -1.94 -0.064
C 2.18 3.13 4.61 -0.581
H 4.07 -3.54 1.93 0.527
N 1.82 -1.69 -2.94 -0.686
C -1.81 1.91 -1.66 0.108
C -0.79 1.09 -5.90 -0.095
C 1.97 0.90 3.00 0.231
H 2.06 -1.59 -5.91 0.530
H 2.28 3.99 5.25 0.380
C 3.98 -3.66 0.86 -0.241
H -1.36 -2.98 -0.99 0.448
H 5.01 -5.62 -1.71 0.378
C 1.27 -0.85 -5.91 -0.183
N -1.64 1.59 -2.93 -0.670
C 4.63 -4.68 0.18 -0.599
C -0.33 0.53 -4.72 0.316
C 1.56 -0.09 2.02 -0.185
N -1.06 1.57 -0.59 -0.665
H -4.95 -0.72 1.18 0.246
C -3.68 3.69 0.88 -0.231
H -1.58 1.84 -5.89 0.534
C -0.97 -2.50 -0.08 -1.120
C 4.49 -4.82 -1.21 -0.589
H 0.28 3.75 3.80 0.512
C -2.92 2.78 -1.23 0.188
C 3.06 -2.93 -1.25 0.244
C -3.10 -1.39 0.64 0.578
H -4.46 -2.19 1.96 0.195
C -2.08 -2.46 0.97 -0.607
C 2.38 -1.62 0.50 -0.143
N 0.33 0.21 1.52 0.053
H 5.25 -5.38 0.72 0.381
H -0.17 -3.15 0.29 0.249
C 3.10 1.04 3.79 -0.275
N 2.32 -1.16 1.71 -0.628
C 2.16 -1.84 -1.68 0.054
C -3.96 3.39 -1.92 -0.158
H -0.56 1.08 -8.03 0.376
H -1.66 -2.17 1.94 0.230
C 3.19 2.15 4.60 -0.597
C 3.19 -2.79 0.12 0.278
C -0.01 1.42 2.04 -0.206
H -5.44 4.90 0.73 0.382
H 1.24 -0.61 -8.04 0.381
C -0.69 0.73 -3.32 -0.221
C -4.86 4.15 -1.19 -0.570
H -3.56 3.80 1.95 0.523
N -4.33 -1.51 1.23 -0.507
C 0.68 -0.43 -4.72 0.223
H -5.68 4.64 -1.70 0.384
C 1.06 3.00 3.81 -0.256
C 0.80 -0.29 -7.09 -0.585
H 3.59 -4.03 -3.01 0.534
```

* orbital gap (alpha / beta): 5.00 / 5.20 eV
* largest force on an atom: 1.31 eV Å⁻¹
* charge: -1
* HOMO (alpha / beta): -3.4 / -3.7 eV
* energy above the lowest of the compared OMol25 structures with the same formula, charge and spin: 0.0000 eV
* lowest unoccupied orbital energy (alpha / beta): 1.6 / 1.5 eV



No. 4
DFT (wB97M-V/def2-TZVPD) results for C35H23Cl2F10N7O3S2Tm as an isolated structure in a non-equilibrium geometry.

Geometry as XYZ:
```
83
Properties=species:S:1:pos:R:3:lowdin_spin:R:1
H -3.64 7.05 0.16 0.000
H 4.85 -2.33 1.17 0.000
C -2.85 -4.75 -1.19 0.000
F -2.62 -0.05 3.67 0.000
H -5.07 3.00 -0.48 0.000
H 0.08 0.42 -3.50 0.000
C 4.73 -2.14 -1.00 0.000
H 3.72 1.96 0.30 0.000
H 5.52 -0.62 1.19 0.000
C 0.72 -3.94 -1.09 0.000
N -2.09 -1.69 -0.29 0.000
C -3.33 4.26 2.23 0.000
F -4.71 1.02 1.64 0.000
N -4.55 5.25 -1.61 0.000
C 0.39 -5.99 0.27 0.000
N -0.99 -3.49 -2.76 0.000
H -4.22 -3.19 -1.68 0.000
H 4.63 0.05 -1.97 0.000
C 3.69 -0.86 2.24 0.000
H 3.99 2.21 -1.46 0.000
C 1.31 2.86 0.56 0.000
C 1.06 -0.41 3.92 0.000
H 5.50 0.51 -0.41 0.000
F 2.07 0.19 4.61 0.000
C -0.51 -4.29 -1.70 0.000
O -2.39 3.91 2.96 0.000
S -1.74 -0.49 0.81 0.000
C 1.31 -1.28 2.84 0.000
H -4.58 6.14 -2.00 0.000
H 4.49 -2.01 -2.12 0.000
Cl 2.96 -4.86 0.27 0.000
C 1.27 -5.00 -0.22 0.000
C 4.64 -1.26 1.14 0.000
Tm 1.53 -0.83 -0.24 2.011
C -0.25 -1.45 -4.33 0.000
N 2.22 1.14 -0.96 -0.003
F -0.43 0.85 5.29 0.000
C -1.14 -1.33 2.43 0.000
C -0.27 4.46 -0.34 0.000
F -0.99 5.60 -0.17 0.000
O 1.35 -2.82 -1.21 -0.001
C 4.52 0.24 -0.86 0.000
F 0.98 4.89 1.67 0.000
N 4.06 -1.03 -0.21 -0.001
C -0.35 -0.57 -3.30 0.000
C -1.72 -1.63 -1.63 0.000
F 0.71 2.28 -3.02 0.000
C -4.33 5.03 -0.27 0.000
C -1.48 -5.01 -0.95 0.000
C -3.56 5.69 1.85 0.000
H 0.43 -1.25 -5.18 0.000
H 0.76 -6.80 0.95 0.000
C -2.25 -2.77 -2.50 0.000
H 4.37 -3.12 -0.70 0.000
C 3.63 1.51 -0.65 0.000
H -4.86 4.46 -2.14 0.000
C -4.18 3.41 1.46 0.000
H 4.07 -1.40 3.09 0.000
C 1.42 2.18 -0.66 0.000
N 2.29 -1.25 1.93 -0.002
C 0.65 4.10 0.66 0.000
C 0.61 2.75 -1.73 0.000
N -0.82 -0.76 -2.06 -0.001
C -0.39 3.70 -1.51 0.000
F -1.35 3.90 -2.42 0.000
H -2.60 -2.34 -3.49 0.000
H 3.71 0.17 2.46 0.000
C -4.54 3.69 0.20 0.000
O -0.29 -0.01 0.53 -0.002
C -0.25 -0.09 4.29 0.000
H -4.50 2.09 1.76 0.000
S -0.07 -3.21 -4.14 0.000
C -1.41 -0.57 3.59 0.000
C -1.00 -5.96 -0.05 0.000
C -3.21 -3.58 -1.75 0.000
F 0.35 -2.77 1.32 0.001
Cl -2.08 -7.10 0.77 0.000
H -3.63 -5.44 -0.81 0.000
F 1.87 2.32 1.72 0.000
H 5.82 -2.04 -0.83 0.000
C 0.11 -1.91 2.43 0.000
H -3.33 6.39 2.64 0.000
C -3.82 6.04 0.59 0.000
```

* orbital gap: 3.19 eV
* multiplicity: 3
* largest force on an atom: 3.81 eV Å⁻¹
* charge: -1
* HOMO: -3.7 eV
* energy above the lowest of the compared OMol25 structures with the same formula, charge and spin: 8.7025 eV
* lowest unoccupied orbital energy: -0.5 eV
* expectation value of S²: 2.0021



No. 5
DFT (wB97M-V/def2-TZVPD) results for C35H24Br4NO4PtTe as an isolated structure in a non-equilibrium geometry.

Geometry as XYZ:
```
70
Properties=species:S:1:pos:R:3:lowdin_spin:R:1
C 1.76 3.07 1.85 0.139
C 3.03 -3.41 -5.28 0.000
C 2.15 -2.05 1.72 0.000
H 3.80 -3.09 -5.96 0.000
H -3.11 8.26 -0.44 0.000
C -1.57 5.66 1.97 -0.002
Br -3.90 -1.83 4.16 0.009
H 3.34 0.21 -0.49 0.000
H 3.32 -3.51 2.74 0.000
H -2.72 8.84 1.93 0.000
C 3.36 -4.10 -4.13 0.000
H 1.22 -2.37 2.18 0.000
C -4.72 -4.38 0.96 0.127
H 1.23 -2.48 -0.91 0.005
C 4.52 -2.27 1.47 0.001
C -2.33 6.29 -0.24 -0.004
O -3.54 -1.59 -1.00 0.232
H 4.40 -4.29 -3.89 0.000
O -2.22 3.49 -0.74 0.139
C 2.37 -4.55 -3.27 0.000
C 0.82 1.12 0.74 0.099
H -0.01 -2.97 0.26 0.004
C 2.82 3.67 2.72 0.027
Br -4.29 -4.35 -1.87 -0.004
C -1.47 4.01 0.06 0.016
H -2.50 6.02 -1.27 0.000
O -0.99 1.51 -0.75 0.372
H 2.49 1.09 2.06 -0.002
H 1.43 -2.63 -6.49 0.000
H -0.34 -3.43 -4.98 0.000
C 1.70 -3.16 -5.59 0.000
C 0.75 3.87 1.31 -0.013
C 2.15 -0.99 0.81 0.004
C -4.35 -3.62 -0.14 0.003
C 1.74 1.71 1.60 -0.007
C -4.11 -2.56 2.44 0.045
C -1.92 6.92 2.43 0.001
C 3.35 -0.59 0.23 0.000
C 0.70 -3.60 -4.74 0.000
H 3.80 3.52 2.28 0.010
H 5.45 -2.76 1.74 0.000
C 3.33 -2.69 2.04 0.000
H 2.82 3.18 3.70 0.008
H 2.66 4.73 2.86 0.000
H 5.45 -0.91 0.10 0.000
C -0.75 -2.71 -1.73 0.008
C 4.53 -1.23 0.56 0.000
C -0.19 1.94 0.13 0.083
H 2.63 -5.10 -2.38 0.000
C -4.62 -3.83 2.25 0.078
Br -5.26 -6.16 0.73 0.045
C -0.25 3.31 0.53 0.125
C -3.70 -1.76 1.35 0.153
C 0.90 -0.30 0.42 0.005
C -3.89 -2.30 0.00 0.161
H 0.75 4.93 1.50 -0.001
N -0.01 -0.94 -0.23 0.223
C 0.18 -2.32 -0.60 0.017
H -0.55 -2.12 -2.62 0.001
Pt -2.20 -0.04 -0.60 1.495
C -2.67 7.54 0.23 0.001
H -1.78 -2.57 -1.43 0.002
C -2.46 7.86 1.56 -0.004
C -1.76 5.35 0.62 0.007
Te -0.54 -4.81 -2.22 0.002
O -3.16 -0.62 1.46 0.369
H -1.78 7.16 3.47 0.000
H -1.20 4.92 2.66 0.000
C 1.04 -4.29 -3.58 0.000
Br -5.10 -4.89 3.73 0.025
```

* orbital gap (alpha / beta): 6.45 / 3.49 eV
* multiplicity: 5
* largest force on an atom: 1.91 eV Å⁻¹
* charge: +1
* HOMO (alpha / beta): -10.1 / -10.1 eV
* lowest unoccupied orbital energy (alpha / beta): -3.6 / -6.6 eV
* expectation value of S²: 6.0722



No. 6
DFT (wB97M-V/def2-TZVPD) results for C35H24BrN6OSeW as an isolated structure in a non-equilibrium geometry.

Geometry as XYZ:
```
69
Properties=species:S:1:pos:R:3:mulliken_charge:R:1
H 0.16 3.04 -1.91 0.702
C 2.97 -2.05 1.82 0.375
C 4.22 -1.10 0.01 -1.176
N -0.40 -0.63 1.63 0.506
N 1.77 -0.67 0.17 0.902
H 1.20 -0.68 -4.59 0.474
H -5.95 -0.15 -2.23 0.455
C 0.82 2.19 -1.73 -0.843
C -4.91 -0.37 -2.07 -1.180
C 1.71 0.10 -2.67 1.151
C -2.08 4.70 0.55 -0.998
C 2.91 -0.92 -0.72 0.496
C -0.59 5.16 2.40 -0.306
N -1.83 1.21 -0.60 0.393
H 2.73 -1.87 -1.26 0.376
H 5.12 -0.80 -0.48 0.583
C -1.52 -0.54 2.36 -0.036
C 1.59 -2.99 3.67 1.047
H -0.08 1.04 -3.37 0.543
H -4.55 1.50 -1.11 0.536
C -1.71 -1.23 3.55 -1.079
N 3.80 -3.66 3.45 -0.804
H -0.84 -2.65 4.93 0.632
O 0.21 1.91 1.02 0.041
C 2.10 2.46 -1.13 -0.668
C 0.61 -1.43 2.11 0.132
N 1.62 -3.83 4.69 -0.834
C -4.40 -1.58 -2.47 -0.878
H 5.14 -1.96 1.71 0.565
H 2.66 -1.38 -3.90 0.409
C -2.23 -0.95 -1.56 0.508
H -3.08 -3.92 -2.98 0.524
C 0.47 -2.19 3.29 -0.070
C -0.01 3.92 2.26 -0.918
H 4.08 1.78 -0.77 0.502
C 4.22 -1.73 1.19 -1.074
C 3.10 1.55 -1.17 -0.964
H -5.03 -2.31 -2.96 0.487
H 3.83 0.01 -2.43 1.025
Se 3.21 -4.56 4.82 0.484
C -2.17 2.48 -0.46 -0.180
C 2.94 0.21 -1.81 0.124
C 2.84 -2.89 2.95 0.622
H 0.78 3.60 2.93 0.547
H -2.29 0.12 1.97 0.517
H -2.63 -1.10 4.09 0.479
C -2.50 -3.18 -2.46 -0.683
C -0.41 3.05 1.24 0.199
C 1.66 -1.01 -3.66 -1.840
H -0.77 -4.42 -2.18 0.523
H -2.89 5.00 -0.09 0.580
C -1.61 5.56 1.52 -0.423
C -4.09 0.58 -1.44 -0.904
H -3.03 2.87 -0.99 0.530
H 1.07 -1.86 -3.29 0.275
W 0.12 0.43 -0.18 -1.291
C -1.21 -3.45 -2.03 -1.005
C -2.75 0.33 -1.23 0.451
C -0.72 -2.08 4.02 -0.431
C 0.71 1.06 -2.62 -0.738
Br -2.40 7.28 1.70 -0.082
H -0.28 5.82 3.19 0.487
H 2.27 3.44 -0.70 0.559
C -3.06 -1.91 -2.19 0.505
C 1.82 -1.41 1.34 0.032
C -0.48 -2.45 -1.38 -0.283
H 0.51 -2.69 -0.99 0.508
C -1.52 3.41 0.40 0.947
N -0.92 -1.20 -1.19 0.956
```

* orbital gap (alpha / beta): 4.48 / 4.47 eV
* largest force on an atom: 3.58 eV Å⁻¹
* charge: +3
* HOMO (alpha / beta): -15.8 / -15.8 eV
* lowest unoccupied orbital energy (alpha / beta): -11.3 / -11.3 eV